[1]
{
  "formula": "C17H36MgN2O8S3",
  "method": "wB97M-V/def2-TZVPD",
  "homo_energy_ev": -6.573,
  "gap_ev": 6.221,
  "symbols": ["Mg", "C", "O", "O", "O", "C", "C", "N", "H", "H", "H", "C", "C", "N", "H", "H", "H", "C", "S", "O", "C", "H", "H", "H", "H", "H", "H", "C", "S", "O", "C", "H", "H", "H", "H", "H", "H", "C", "S", "O", "C", "H", "H", "H", "H", "H", "H", "C", "C", "O", "C", "H", "H", "H", "H", "H", "H", "C", "C", "O", "C", "H", "H", "H", "H", "H", "H"],
  "xyz": [[28.195, 20.340, -4.414], [26.689, 19.130, -3.431], [26.551, 19.258, -4.655], [27.865, 18.778, -3.359], [26.795, 20.311, -3.153], [27.382, 18.274, -0.333], [26.368, 17.249, -0.029], [25.541, 16.482, 0.220], [28.175, 17.856, -0.953], [27.813, 18.730, 0.558], [26.790, 19.033, -0.842], [27.635, 15.252, -2.820], [29.091, 15.448, -2.910], [30.181, 15.711, -3.057], [27.346, 14.392, -3.425], [27.086, 15.997, -3.396], [27.215, 15.230, -1.815], [23.489, 19.970, -5.803], [22.639, 19.816, -4.165], [21.881, 21.092, -4.050], [21.415, 18.489, -4.405], [24.116, 20.861, -5.807], [22.720, 19.916, -6.574], [24.119, 19.113, -6.041], [20.747, 18.437, -3.545], [21.941, 17.536, -4.345], [20.840, 18.666, -5.314], [28.020, 18.427, -7.713], [29.677, 18.621, -6.856], [29.408, 19.535, -5.663], [29.696, 16.889, -6.234], [27.938, 17.500, -8.280], [27.962, 19.189, -8.490], [27.197, 18.651, -7.035], [29.950, 16.109, -6.952], [28.689, 16.505, -6.073], [30.284, 16.908, -5.316], [31.820, 20.907, -2.014], [30.291, 21.877, -2.348], [29.620, 21.103, -3.460], [29.445, 21.321, -0.823], [31.556, 19.866, -2.202], [31.977, 20.887, -0.936], [32.725, 21.211, -2.539], [30.032, 21.610, 0.049], [29.474, 20.232, -0.783], [28.393, 21.568, -0.960], [23.733, 20.581, -1.023], [23.959, 20.833, 0.464], [23.048, 20.715, 1.278], [25.347, 21.032, 1.031], [24.252, 21.136, -1.804], [22.681, 20.649, -1.301], [24.100, 19.555, -1.052], [25.902, 20.094, 1.058], [25.380, 21.387, 2.061], [26.026, 21.741, 0.558], [26.751, 24.231, -2.281], [25.271, 23.956, -2.552], [24.376, 24.144, -1.719], [25.008, 23.216, -3.805], [27.280, 23.332, -1.966], [26.838, 25.150, -1.701], [27.102, 24.404, -3.298], [24.362, 22.352, -3.646], [25.891, 22.698, -4.179], [24.604, 23.884, -4.565]],
  "atomic_forces_ev_per_a": [[-0.3, -0.8, -0.1], [6.0, 4.3, -5.5], [-8.9, -5.2, -12.3], [8.3, -11.9, 6.7], [-6.1, 12.6, 11.5], [-0.7, -0.3, 0.1], [0.0, -0.4, 0.7], [0.6, 0.5, -0.3], [-0.2, 0.3, -0.2], [-0.2, -0.3, 0.2], [0.6, 0.3, -0.4], [-0.3, -0.2, -0.9], [-3.0, 0.1, 0.3], [2.2, 0.3, -0.2], [0.2, -0.6, 0.6], [0.5, 0.8, 0.3], [0.3, -0.2, -0.1], [-0.7, -1.4, -0.1], [0.6, 0.3, 0.0], [-0.2, 0.0, 0.0], [0.4, 0.0, -0.2], [-0.4, 0.0, 0.2], [-0.2, 0.8, 0.0], [0.3, -0.1, 0.6], [0.1, 0.7, 0.1], [0.1, 0.0, -0.6], [0.1, -0.3, 0.0], [0.7, 1.1, -0.7], [-1.9, -0.9, 0.0], [0.7, -0.7, -1.5], [-0.7, 0.0, 0.2], [0.1, -0.3, 0.6], [0.3, 0.3, 0.0], [0.2, -0.5, 0.6], [1.2, 0.6, -0.4], [-0.3, 0.9, 0.8], [0.0, -0.3, -0.2], [-0.5, -0.3, 0.5], [0.4, -1.2, 0.6], [1.0, 1.2, 0.4], [0.4, -0.8, -0.7], [-0.1, 0.0, -0.6], [0.2, 0.6, 0.0], [-0.4, 0.2, -0.1], [-0.6, 0.8, 0.0], [0.1, -0.2, -0.5], [0.1, 0.4, 0.5], [0.0, 0.0, 0.5], [-1.1, 0.5, 1.0], [0.8, 0.2, -1.2], [1.3, 0.4, 0.3], [0.6, 0.2, 0.6], [0.0, -0.3, 0.4], [-0.2, -0.4, -0.6], [-0.2, -0.3, -0.2], [-0.8, -0.2, 0.1], [-0.3, 0.0, -0.8], [-1.0, 0.8, -1.3], [-1.1, -1.1, 2.8], [1.8, 0.3, -1.6], [0.0, -1.0, -0.9], [-0.2, 0.1, 0.5], [0.4, -0.4, 0.4], [0.6, 0.4, 0.0], [-0.7, 0.5, 0.2], [0.4, 0.5, -0.1], [-0.1, -0.1, -0.1]],
  "mulliken_charge": [0.896, 0.496, -0.792, -0.378, -0.373, 0.058, -0.159, -0.534, 0.361, 0.549, -0.345, -0.606, 0.551, -0.567, 0.397, -0.003, 0.268, -0.960, 0.837, -0.663, -1.152, 0.180, 0.472, 0.230, 0.334, 0.349, 0.340, -0.821, 0.257, -0.270, -0.889, 0.413, 0.380, 0.117, 0.492, 0.267, 0.275, -0.953, 0.308, -0.419, -0.381, 0.308, 0.394, 0.325, 0.546, 0.182, -0.219, -0.554, 0.489, -0.595, -0.739, 0.011, 0.422, 0.304, 0.050, 0.404, 0.160, -0.856, 0.722, -0.599, -0.125, -0.069, 0.394, 0.370, -0.204, -0.173, 0.496]
}

[2]
{
  "formula": "C16H11BrN3O7S2Tl",
  "method": "wB97M-V/def2-TZVPD",
  "homo_energy_ev": -9.295,
  "gap_ev": 8.263,
  "symbols": ["Tl", "O", "C", "C", "C", "N", "C", "C", "C", "O", "O", "C", "O", "O", "H", "H", "H", "Br", "C", "C", "C", "C", "C", "N", "C", "O", "O", "H", "H", "H", "S", "C", "N", "C", "C", "S", "H", "H", "H", "H", "H"],
  "xyz": [[0.361, 0.038, -0.178], [-4.463, 3.556, -2.407], [-3.428, 2.806, -1.979], [-2.892, 1.766, -2.731], [-1.827, 1.067, -2.207], [-1.330, 1.346, -1.003], [-1.837, 2.350, -0.284], [-2.883, 3.118, -0.736], [-1.150, 2.589, 1.049], [-1.401, 3.603, 1.680], [-0.338, 1.658, 1.373], [-1.106, -0.028, -2.978], [-1.602, -0.432, -4.016], [-0.014, -0.393, -2.432], [-4.755, 3.248, -3.273], [-3.261, 1.489, -3.709], [-3.253, 3.934, -0.135], [-1.770, -2.696, -0.296], [-0.095, -3.031, -1.109], [0.077, -4.025, -2.044], [1.330, -4.109, -2.642], [2.321, -3.202, -2.316], [2.034, -2.216, -1.387], [0.859, -2.185, -0.762], [2.992, -1.060, -1.118], [4.176, -1.246, -1.289], [2.446, 0.057, -0.752], [-0.734, -4.683, -2.316], [1.511, -4.867, -3.392], [3.295, -3.212, -2.781], [1.372, -0.571, 2.209], [1.860, 1.021, 2.559], [1.430, 1.663, 3.628], [1.589, 3.116, 3.606], [2.824, 3.372, 2.745], [2.947, 1.960, 1.605], [0.641, 1.252, 4.108], [1.716, 3.496, 4.618], [0.688, 3.544, 3.155], [3.737, 3.428, 3.336], [2.714, 4.282, 2.162]],
  "atomic_forces_ev_per_a": [[-0.1, 0.6, 0.0], [0.0, -0.1, 0.0], [-0.1, 0.1, 0.0], [0.0, 0.0, 0.0], [0.1, 0.0, 0.2], [-0.4, 0.1, -0.2], [0.1, -0.1, 0.0], [0.1, -0.1, 0.0], [0.0, 0.0, 0.0], [0.0, 0.0, 0.0], [0.1, 0.1, 0.0], [0.1, -0.1, -0.1], [-0.1, 0.1, -0.1], [0.0, -0.2, -0.1], [0.0, 0.0, 0.0], [0.0, 0.0, 0.0], [0.0, 0.0, 0.0], [0.0, -0.1, 0.0], [0.1, 0.1, 0.2], [0.1, -0.1, 0.0], [-0.1, -0.1, 0.0], [0.1, 0.0, 0.1], [-0.1, 0.0, 0.1], [-0.2, -0.1, -0.2], [0.1, 0.1, 0.1], [0.1, 0.0, -0.1], [0.2, 0.0, -0.1], [0.0, 0.0, 0.0], [0.0, 0.0, 0.0], [0.0, 0.0, 0.0], [0.1, -0.4, 0.1], [0.0, 0.0, 0.1], [0.0, 0.1, 0.0], [0.0, -0.1, -0.1], [0.0, 0.1, 0.1], [-0.1, -0.1, -0.1], [0.0, 0.0, 0.0], [0.0, 0.0, 0.0], [0.0, 0.0, 0.0], [0.0, 0.0, 0.0], [0.0, 0.0, 0.0]],
  "mulliken_charge": [1.637, -0.527, 1.174, -0.548, 0.067, -0.288, 0.146, -0.539, 0.157, -0.743, -0.504, 0.027, -0.725, -0.495, 0.303, 0.473, 0.563, -0.125, 0.290, -0.573, -0.233, -0.839, 0.856, -0.264, 0.292, -0.670, -0.637, 0.429, 0.410, 0.483, -0.327, 0.374, -0.200, -0.456, -0.522, -0.011, 0.309, 0.340, 0.130, 0.374, 0.389]
}

[3]
{
  "formula": "C3H27O11",
  "method": "wB97M-V/def2-TZVPD",
  "homo_energy_ev": -5.956,
  "gap_ev": 8.599,
  "charge": -1,
  "symbols": ["C", "C", "C", "O", "H", "H", "H", "H", "H", "H", "H", "O", "H", "H", "O", "H", "H", "O", "H", "H", "O", "H", "H", "O", "H", "H", "O", "H", "H", "O", "H", "H", "O", "H", "H", "O", "H", "H", "O", "H", "H"],
  "xyz": [[0.195, 1.562, -1.378], [0.020, 1.438, 0.121], [-1.399, 1.428, 0.656], [0.613, 0.197, 0.555], [1.265, 1.833, -1.610], [-0.388, 2.386, -1.725], [0.001, 0.643, -1.893], [0.501, 2.269, 0.636], [-1.869, 2.414, 0.470], [-1.168, 1.334, 1.763], [-2.004, 0.588, 0.256], [1.948, 2.900, 2.720], [1.636, 2.519, 1.918], [1.271, 3.316, 3.186], [-1.159, -1.755, -0.155], [-1.117, -2.272, -0.984], [-0.567, -1.021, -0.271], [0.527, -0.971, -4.099], [1.136, -0.735, -3.363], [1.026, -0.801, -4.900], [1.950, -1.161, -1.657], [1.570, -0.700, -0.904], [2.768, -0.704, -1.914], [-2.370, -0.918, -4.143], [-2.171, -1.519, -4.798], [-1.523, -0.534, -3.892], [-3.843, -0.175, 2.090], [-3.418, -1.031, 2.239], [-3.114, 0.385, 1.856], [3.164, 0.790, 0.282], [3.558, 1.598, -0.025], [2.271, 0.853, 0.407], [0.058, -0.472, 3.196], [0.939, -0.830, 3.422], [0.193, -0.132, 2.322], [-2.480, -2.558, 1.949], [-1.820, -2.818, 2.597], [-1.896, -2.227, 1.281], [2.253, -1.699, 1.423], [1.733, -2.465, 1.234], [1.705, -0.957, 1.131]],
  "atomic_forces_ev_per_a": [[1.6, 1.1, 0.4], [0.4, -2.5, 0.4], [0.3, 0.6, 0.7], [-0.3, 1.2, -0.8], [-0.9, -0.4, 0.2], [-0.7, 0.5, -0.7], [-0.5, -0.4, -0.2], [0.3, 0.5, -0.2], [-0.1, -0.5, 0.1], [-1.0, 0.0, -1.1], [0.4, 0.6, 0.3], [2.8, -0.4, 0.0], [-0.7, -0.5, -0.6], [-2.0, 0.8, 0.8], [-0.7, -1.5, -1.2], [-0.1, 0.4, 0.7], [1.2, 1.1, 0.5], [0.3, 0.3, 0.2], [-0.4, -0.5, 0.1], [0.0, 0.1, -0.2], [0.4, -0.4, -1.7], [-0.1, 0.6, 0.8], [-0.4, -0.1, 0.8], [-1.0, 2.2, 2.2], [0.8, -2.1, -2.2], [0.2, -0.2, -0.1], [-0.8, 0.0, 0.3], [0.1, -0.4, 0.0], [0.5, 0.5, -0.1], [5.0, -0.6, -0.6], [-0.2, 0.5, 0.0], [-4.4, 0.2, 0.5], [0.4, -0.8, 1.9], [-0.6, 0.2, -0.2], [0.2, 0.4, -1.6], [-0.5, -0.9, 1.4], [-0.2, 0.0, 0.5], [0.5, 0.6, -1.6], [0.9, 0.0, 0.6], [-0.5, -0.7, -0.2], [-0.2, 0.3, -0.1]],
  "mulliken_charge": [-1.080, 0.305, -1.562, 0.836, 0.220, 0.518, -0.152, -0.022, 0.227, 0.405, 0.387, -0.690, 0.298, 0.311, -0.711, 0.226, 0.199, -0.610, 0.379, 0.271, -0.804, 0.278, 0.322, -0.634, 0.271, 0.378, -0.720, 0.427, 0.345, -0.620, 0.288, 0.125, -0.782, 0.343, 0.057, -0.723, 0.339, 0.406, -0.726, 0.317, 0.357]
}

[4]
{
  "formula": "C2H4BrP",
  "method": "wB97M-V/def2-TZVPD",
  "smiles": "Br[C@H]1CP1",
  "homo_energy_ev": -9.226,
  "gap_ev": 9.945,
  "symbols": ["Br", "C", "C", "P", "H", "H", "H", "H"],
  "xyz": [[1.634, 0.857, 1.714], [0.564, 0.446, 0.147], [-0.011, -0.921, -0.129], [-1.314, 0.388, 0.327], [0.644, 1.303, -0.849], [-0.156, -1.190, -1.094], [0.150, -1.643, 0.761], [-1.511, 0.760, -0.876]],
  "atomic_forces_ev_per_a": [[-0.4, -0.3, -0.9], [-1.1, 2.9, -3.1], [0.4, 1.4, 4.9], [1.1, -1.7, 4.5], [0.7, -3.1, 3.2], [0.2, -1.4, -2.7], [-0.3, 1.0, -2.1], [-0.6, 1.2, -3.9]],
  "mulliken_charge": [-0.130, -0.147, -0.587, 0.057, 0.273, 0.316, 0.248, -0.030]
}

[5]
{
  "formula": "C3H3FIO2",
  "method": "wB97M-V/def2-TZVPD",
  "homo_energy_ev": -4.950,
  "gap_ev": 7.878,
  "charge": -1,
  "symbols": ["C", "C", "C", "O", "O", "F", "I", "H", "H", "H"],
  "xyz": [[1.349, -0.629, -0.563], [-0.648, 1.002, 0.366], [-0.190, -0.415, 0.072], [1.407, -0.452, -1.774], [2.254, -0.736, 0.284], [-0.573, -1.371, 1.627], [-1.555, -1.486, -1.263], [0.282, 1.438, 0.781], [-0.791, 1.589, -0.578], [-1.533, 1.059, 1.048]],
  "atomic_forces_ev_per_a": [[1.1, 0.9, 1.9], [1.0, 0.0, 0.1], [-1.0, -2.2, 0.5], [-0.9, -0.1, -0.3], [-1.2, -0.2, -0.3], [0.9, 2.2, -3.0], [0.2, 0.3, 0.6], [-0.7, 0.1, 0.5], [-0.2, -0.9, 0.6], [0.9, -0.1, -0.7]],
  "mulliken_charge": [0.524, -1.109, 0.465, -0.616, -0.670, -0.509, -0.031, 0.309, 0.331, 0.307]
}